125
Properties=species:S:1:pos:R:3 method="wB97M-V/def2-TZVPD" fmax_ha_per_bohr=0.0917 orbital_gap_ev=7.62 total_energy_ha=-4395.358071
C -2.72 0.03 -2.44
C -2.04 -0.41 -1.14
C -2.83 -0.78 0.01
C -4.38 -0.80 -0.02
C -4.84 -2.23 -0.49
C -6.27 -2.20 -1.11
O -7.25 -2.24 -0.41
O -6.43 -2.11 -2.50
C -2.23 -1.18 1.26
C -0.81 -1.22 1.37
C -0.05 -0.86 0.23
C -0.61 -0.47 -1.03
C 0.35 -0.15 -2.18
O -0.03 -0.19 -3.34
C 1.82 0.18 -1.90
S 2.86 1.04 -3.10
O 3.59 2.17 -2.54
O 3.86 0.08 -3.57
C 1.94 1.58 -4.62
F 0.87 2.36 -4.38
F 1.65 0.51 -5.39
F 2.81 2.32 -5.36
C 2.35 -0.19 -0.71
C 3.81 0.03 -0.28
C 3.94 1.06 0.90
C 3.66 2.53 0.47
I 3.35 3.74 2.25
C 1.46 -0.90 0.37
O 2.00 -1.44 1.31
H -2.32 1.03 -2.73
H -3.81 0.20 -2.26
H -2.65 -0.71 -3.26
H -4.71 -0.72 1.03
H -4.82 0.01 -0.63
H -4.90 -2.95 0.35
H -4.17 -2.66 -1.28
H -6.22 -1.18 -2.70
H -2.88 -1.46 2.10
H -0.34 -1.52 2.31
H 4.13 -0.95 0.15
H 4.50 0.23 -1.12
H 3.32 0.70 1.75
H 5.00 0.97 1.25
H 4.54 2.91 -0.08
H 2.78 2.55 -0.19
N -7.61 -6.59 0.54
C -8.14 -5.88 1.58
N -7.88 -4.54 1.55
O -8.80 -6.40 2.46
H -7.07 -6.17 -0.20
H -7.78 -7.57 0.52
H -8.25 -3.99 2.30
H -7.34 -4.09 0.83
N -1.95 -4.71 -3.61
C -1.24 -3.55 -3.61
N -0.46 -3.34 -4.70
O -1.30 -2.74 -2.69
H -1.92 -5.38 -4.36
H -2.54 -4.89 -2.82
H 0.07 -2.49 -4.73
H -0.40 -3.98 -5.47
N 7.76 0.20 -1.86
C 7.68 0.74 -0.61
N 8.80 0.62 0.14
O 6.67 1.29 -0.20
H 8.58 -0.26 -2.22
H 6.94 0.28 -2.45
H 8.77 1.00 1.07
H 9.64 0.17 -0.18
N -1.48 5.36 -5.57
C -1.63 5.59 -4.24
N -0.75 4.93 -3.44
O -2.49 6.34 -3.79
H -0.78 4.75 -5.96
H -2.12 5.83 -6.19
H -0.82 5.08 -2.45
H -0.04 4.31 -3.78
N -0.04 1.97 5.03
C 0.53 1.20 4.06
N 1.76 0.70 4.37
O -0.02 0.96 3.00
H 0.40 2.17 5.91
H -0.94 2.35 4.84
H 2.20 0.12 3.67
H 2.24 0.87 5.24
N 13.14 2.11 0.57
C 12.51 0.92 0.37
N 13.00 -0.12 1.09
O 11.57 0.80 -0.40
H 13.92 2.23 1.19
H 12.81 2.90 0.05
H 12.56 -1.02 0.97
H 13.77 -0.05 1.72
N -11.19 -0.89 -2.55
C -10.60 -1.67 -3.49
N -9.36 -2.15 -3.14
O -11.12 -1.94 -4.56
H -10.78 -0.66 -1.66
H -12.10 -0.52 -2.77
H -8.89 -2.73 -3.80
H -8.92 -1.94 -2.26
N 4.68 -0.88 5.41
C 4.60 -0.32 6.65
N 5.73 -0.41 7.40
O 3.58 0.22 7.05
H 5.51 -1.33 5.05
H 3.87 -0.83 4.83
H 5.70 0.00 8.32
H 6.57 -0.84 7.09
N -11.53 2.67 0.32
C -11.83 1.35 0.46
N -12.78 1.07 1.39
O -11.29 0.49 -0.21
H -11.96 3.40 0.86
H -10.84 2.92 -0.36
H -13.03 0.10 1.52
H -13.24 1.76 1.95
N 8.43 3.03 3.86
C 7.71 1.87 3.82
N 6.54 1.91 4.52
O 8.09 0.88 3.22
H 8.14 3.85 4.35
H 9.30 3.04 3.36
H 5.98 1.07 4.51
H 6.21 2.71 5.02